No. 1
{
  "formula": "C2H6Cl2OSi",
  "method": "ωB97M-V/def2-TZVPD",
  "species": ["C", "O", "Si", "C", "Cl", "Cl", "H", "H", "H", "H", "H", "H"],
  "coordinates": [[1.961024, 0.131029, 0.313695], [1.122796, -0.473304, -0.624851], [-0.485190, -0.746569, -0.181413], [-1.584573, 0.754072, -0.409841], [-0.689839, -1.351516, 1.780129], [-1.399520, -2.325524, -1.235504], [1.604869, -0.210741, 1.294271], [1.903490, 1.223391, 0.280419], [3.001938, -0.176153, 0.146866], [-1.164877, 1.637804, 0.104271], [-2.550575, 0.533676, -0.009883], [-1.719544, 1.003834, -1.458159]],
  "forces_ev_per_a": [[0.4, 0.1, 1.1], [-2.4, -0.9, -0.5], [0.0, 0.1, -0.9], [1.2, 0.1, 0.0], [0.3, 0.1, -0.1], [0.8, 0.8, 0.2], [0.8, 0.3, 0.2], [0.0, 0.0, -0.1], [-0.3, 0.0, 0.0], [-0.2, -0.4, -0.1], [-0.7, -0.1, 0.4], [0.1, 0.0, -0.2]],
  "nbo_charge": [-0.25, -0.88, 1.76, -1.15, -0.39, -0.38, 0.18, 0.17, 0.19, 0.25, 0.25, 0.25],
  "smiles": "CO[Si](C)(Cl)Cl",
  "homo_lumo_gap_ev": 11.6,
  "charge": 0,
  "energy_ha": -1365.0677,
  "e_homo_ev": -10.982
}

No. 2
{
  "formula": "C2H6Cl2Si",
  "method": "ωB97M-V/def2-TZVPD",
  "species": ["C", "C", "Si", "Cl", "Cl", "H", "H", "H", "H", "H", "H"],
  "coordinates": [[-1.403009, -0.598874, 0.019528], [-0.417260, 0.348558, -0.538369], [1.471397, 0.381838, 0.510884], [2.351199, 2.114570, 0.762898], [2.646738, -0.800916, -0.702519], [-0.959452, -1.596316, -0.257571], [-1.487987, -0.520348, 1.081203], [-2.349236, -0.691201, -0.529602], [-0.813453, 1.439869, -0.487177], [-0.117541, 0.135389, -1.615423], [1.078601, -0.212566, 1.756146]],
  "forces_ev_per_a": [[0.8, -2.7, -1.4], [2.5, 3.5, -0.5], [-3.8, -1.7, -2.6], [0.7, 1.5, 0.2], [0.1, 0.0, 0.4], [-0.4, 0.4, 0.9], [-0.5, 0.0, 0.6], [-0.1, 0.8, 0.4], [0.7, -1.6, -0.2], [-0.5, 0.3, 1.3], [0.4, -0.4, 0.8]],
  "nbo_charge": [-0.64, -0.73, 1.21, -0.33, -0.38, 0.20, 0.21, 0.22, 0.21, 0.22, -0.19],
  "smiles": "CC[SiH](Cl)Cl",
  "homo_lumo_gap_ev": 10.5,
  "charge": 0,
  "energy_ha": -1289.7459,
  "e_homo_ev": -9.729
}

No. 3
{
  "formula": "C2H6Cl3PSi",
  "method": "ωB97M-V/def2-TZVPD",
  "species": ["C", "C", "Si", "P", "Cl", "Cl", "Cl", "H", "H", "H", "H", "H", "H"],
  "coordinates": [[0.437174, 0.820133, 0.065085], [-2.203284, -1.031383, 0.771249], [-0.822367, -0.537868, -0.548925], [0.090011, -3.291785, -1.023680], [-1.234383, -0.050667, -2.438540], [-0.743283, -3.046411, -2.859200], [2.037043, -3.182182, -1.492452], [1.266973, 0.765582, -0.722966], [-0.005855, 1.684434, 0.206360], [0.963101, 0.697243, 1.040056], [-1.863238, -0.400920, 1.554629], [-3.336985, -1.046728, 0.573614], [-1.954421, -2.096045, 1.089615]],
  "forces_ev_per_a": [[3.1, -5.6, -0.8], [-0.2, -1.7, -1.6], [0.9, -2.0, 2.0], [-1.4, 2.1, 1.0], [-0.5, 0.7, -0.7], [-0.3, -0.7, -0.8], [1.1, 0.1, -0.2], [-1.3, 0.6, 1.0], [-2.3, 4.6, -0.2], [-0.5, -0.7, -0.6], [-0.4, 0.7, 1.1], [1.9, 0.6, 0.2], [-0.2, 1.3, -0.5]],
  "nbo_charge": [-1.08, -1.11, 1.28, 0.38, -0.35, -0.31, -0.30, 0.26, 0.22, 0.25, 0.23, 0.27, 0.25],
  "homo_lumo_gap_ev": 8.0,
  "charge": 0,
  "energy_ha": -2091.2665,
  "e_homo_ev": -7.896
}

No. 4
{
  "formula": "C2H6ClFN",
  "method": "ωB97M-V/def2-TZVPD",
  "species": ["C", "C", "N", "F", "Cl", "H", "H", "H", "H", "H", "H"],
  "coordinates": [[0.777423, 0.469261, -0.070743], [-1.461182, 0.456925, -0.544351], [0.975444, -0.850576, 0.534636], [-1.989430, 1.644204, -0.316630], [-2.119721, -0.707525, 0.474550], [1.147804, 0.555618, -1.046681], [1.001381, 1.352089, 0.444375], [-1.453790, 0.180224, -1.557823], [0.116907, -1.056719, 1.148962], [1.730415, -0.538001, 1.166288], [1.274747, -1.505498, -0.232583]],
  "forces_ev_per_a": [[-4.9, -0.2, -2.3], [2.8, 1.1, 1.4], [0.3, 1.8, 0.8], [0.5, 0.1, -0.1], [-0.2, -1.0, 0.7], [0.6, -0.3, -1.3], [0.2, 0.7, 1.6], [0.1, -0.2, -1.3], [1.0, -0.6, -1.3], [0.2, -1.7, 0.1], [-0.6, 0.2, 1.6]],
  "nbo_charge": [-0.31, 0.22, -0.73, -0.29, 0.07, 0.22, 0.23, 0.19, 0.46, 0.46, 0.47],
  "homo_lumo_gap_ev": 10.2,
  "charge": 1,
  "energy_ha": -694.2418,
  "e_homo_ev": -14.359
}

No. 5
{
  "formula": "C2H6ClN",
  "method": "ωB97M-V/def2-TZVPD",
  "species": ["C", "C", "Cl", "H", "H", "H", "N", "H", "H", "H"],
  "coordinates": [[-0.933610, 0.684957, -0.282204], [-1.135355, -0.595406, -0.566303], [-1.292525, -1.794299, 0.594742], [-1.068288, 1.595844, -0.841734], [-0.444025, 0.881219, 0.669357], [-1.505697, -0.848254, -1.567518], [1.441100, -1.116830, 0.597006], [1.500625, -0.133539, 0.391129], [1.586666, -0.971268, 1.580496], [2.306877, -1.796562, 0.547462]],
  "forces_ev_per_a": [[1.2, -0.1, 1.3], [-1.6, 1.7, -1.9], [-0.3, -1.0, 0.6], [0.0, -0.5, -0.9], [-0.6, 0.1, 0.3], [0.2, -0.3, 0.5], [2.4, -2.2, 1.5], [1.2, 0.1, -1.6], [-0.9, -0.3, 1.4], [-1.6, 2.5, -1.2]],
  "nbo_charge": [-0.43, -0.21, 0.04, 0.22, 0.18, 0.21, -1.09, 0.37, 0.35, 0.37],
  "smiles": "C=CCl.N",
  "homo_lumo_gap_ev": 10.3,
  "charge": 0,
  "energy_ha": -594.6726,
  "e_homo_ev": -9.181
}

No. 6
{
  "formula": "C2H6ClN2P",
  "method": "ωB97M-V/def2-TZVPD",
  "species": ["C", "C", "N", "N", "P", "Cl", "H", "H", "H", "H", "H", "H"],
  "coordinates": [[0.731784, 0.653442, -0.523440], [-0.632978, 0.707866, 0.175807], [0.904264, -0.805879, -0.781504], [-1.103758, -0.513387, 0.657794], [-0.143828, -1.731613, 0.029302], [-0.577941, -0.184135, 2.942357], [0.890354, 1.212202, -1.460948], [1.495520, 0.905638, 0.206349], [-0.575876, 1.331712, 0.990745], [-1.441092, 1.224174, -0.477711], [1.832358, -0.987316, -0.951339], [-1.378807, -1.812705, -0.807412]],
  "forces_ev_per_a": [[0.1, -1.1, -0.1], [-1.1, 2.5, -3.1], [-1.0, 2.4, -0.6], [-0.2, -0.7, 2.2], [-1.6, -2.3, 0.3], [-0.1, -0.5, -1.5], [-0.5, 0.0, 0.5], [0.2, 0.5, 0.0], [0.1, 1.7, 1.7], [1.0, -1.1, 0.7], [2.2, -1.3, -0.2], [0.8, 0.0, 0.0]],
  "nbo_charge": [-0.24, -0.33, -0.97, -0.50, 1.08, -0.35, 0.21, 0.20, 0.27, 0.23, 0.41, -0.02],
  "homo_lumo_gap_ev": [7.2, 7.6],
  "charge": 0,
  "energy_ha": -990.7471,
  "e_homo_ev": [-8.993, -9.218]
}